Record 1
DFT (ωB97M-V/def2-TZVPD) results for a structure of composition C23H36BeCl2F2KN4O13P2.

Geometry as XYZ:
```
84
Properties=species:S:1:pos:R:3:forces:R:3:lowdin_charge:R:1
N 1.508 -0.935 -0.974 -1.73 -0.34 -0.47 -0.04
C 1.953 0.363 -1.187 4.22 1.09 4.61 -0.30
N 2.518 0.786 -2.502 -2.16 0.63 2.04 -0.01
C 1.893 2.080 -2.990 -0.27 0.80 -0.54 -0.17
C 0.782 2.644 -1.983 0.68 0.25 -0.57 -0.27
C 0.172 4.087 -2.437 -1.13 -1.05 0.71 -0.12
C -1.349 4.075 -1.877 -2.71 -0.09 0.33 -0.19
C -2.403 3.233 -2.685 -1.33 1.17 2.66 -0.05
C -3.886 3.092 -2.240 3.47 2.40 2.41 -0.05
C -4.288 3.840 -0.920 3.06 -0.01 -1.56 -0.05
C -3.244 4.685 -0.133 0.80 -1.72 -2.54 -0.05
C -1.761 4.817 -0.587 -2.37 -2.58 -2.72 -0.03
C 1.455 2.679 -0.523 -0.61 0.04 -0.71 -0.24
P 3.129 3.597 -0.475 3.95 2.00 4.64 0.70
O 3.396 4.178 0.931 -1.55 -1.46 -4.04 -0.32
O 3.266 4.836 -1.635 0.04 -2.71 0.50 -0.18
O 4.417 2.510 -0.780 -2.29 1.76 -0.65 -0.20
N 1.762 1.270 -0.035 -2.13 -0.38 -5.08 0.11
H 0.507 -1.113 -1.261 1.72 0.26 2.27 0.06
H 2.049 -1.672 -0.502 -0.08 0.89 0.00 0.13
H 3.547 0.841 -2.497 -0.57 -0.38 0.64 0.13
H 2.716 2.856 -3.182 -1.25 -1.09 0.34 0.12
H 1.394 1.877 -4.007 0.70 0.34 1.39 0.12
H -0.121 1.919 -2.049 1.42 0.98 0.62 0.14
H 0.203 4.118 -3.589 -0.19 0.17 1.81 0.13
H 0.735 4.970 -1.987 -0.59 -1.29 -0.72 0.11
H -2.077 2.665 -3.632 -0.43 1.10 1.56 0.09
H -4.619 2.448 -2.830 1.08 1.14 1.03 0.07
H -5.376 3.709 -0.584 2.02 0.42 -0.26 0.08
H -3.551 5.200 0.832 0.35 -0.80 -1.49 0.09
H -0.954 5.402 -0.036 -1.49 -0.79 -0.66 0.10
H 0.726 3.177 0.224 1.56 -0.61 -1.08 0.16
H 3.996 4.607 -2.256 -0.56 0.27 0.60 0.08
H 5.080 2.557 -0.048 -0.96 0.04 -0.24 0.09
H 0.959 0.946 0.534 1.02 -0.13 -0.14 0.16
C 1.502 -8.500 1.241 0.13 -0.39 0.02 -0.14
O 1.753 -7.175 1.693 -3.20 0.87 0.58 -0.28
P 1.205 -5.919 0.653 8.39 1.78 -3.09 0.74
O 2.132 -6.369 -0.479 -1.70 -0.70 0.36 -0.26
O 1.961 -4.802 1.581 -1.63 -0.02 -0.20 -0.26
C 3.354 -4.939 1.805 -0.51 0.10 -0.11 -0.28
O 0.529 -4.654 -0.292 -1.83 -1.00 2.54 -0.27
C 0.006 -5.012 -1.562 -0.18 -0.14 -0.47 -0.15
H 1.516 -9.167 2.105 -0.07 0.15 0.02 0.08
H 0.526 -8.565 0.757 0.15 -0.22 -0.04 0.08
H 2.287 -8.808 0.547 -0.15 0.14 -0.08 0.09
H 3.853 -5.522 1.025 -0.14 -0.11 -0.11 0.04
H 3.514 -5.416 2.779 -0.46 -0.05 0.07 -0.06
H 3.800 -3.941 1.829 -0.10 0.07 0.05 0.07
H -0.502 -5.977 -1.523 0.04 0.08 -0.25 0.08
H 0.816 -5.043 -2.307 0.29 -0.26 -0.11 0.03
H -0.716 -4.246 -1.869 -0.18 -0.02 0.29 0.07
C -7.816 1.073 -0.457 -0.23 -0.26 0.43 -0.07
C -7.502 1.592 -1.787 0.03 -0.03 0.10 -0.27
N -7.255 2.005 -2.831 -0.03 -0.12 0.25 0.12
H -8.170 1.865 0.209 0.12 0.07 -0.22 0.08
H -8.597 0.309 -0.493 0.03 0.14 -0.28 0.08
H -6.940 0.619 0.016 0.00 0.24 -0.35 0.05
O 2.450 -5.225 -3.602 -1.16 0.82 -0.54 -0.43
H 2.851 -5.327 -2.742 0.35 -0.12 0.31 -0.16
Be 5.346 -5.562 2.775 1.37 -0.27 0.36 0.35
F 3.827 -0.333 -0.077 -1.56 0.19 -1.55 -0.45
C 5.135 4.581 3.709 0.06 0.26 -0.53 -1.05
Cl 6.281 3.421 3.014 0.26 -0.15 -0.30 0.45
Cl 5.952 5.705 4.804 0.07 0.10 0.02 0.46
H 4.673 5.147 2.901 0.23 -0.10 0.07 0.00
H 4.355 4.028 4.274 -0.43 0.04 0.56 -0.06
F 3.161 3.907 5.191 -0.28 -0.20 0.09 -0.59
C -5.178 1.944 3.864 -1.29 1.65 -1.62 0.16
C -4.512 1.039 4.653 1.67 -2.23 2.29 -0.36
C -3.813 -0.062 3.866 0.56 -0.75 -0.78 -0.32
O -3.109 -0.922 4.367 -0.51 0.59 0.16 0.12
C -4.002 -0.096 2.403 1.06 -1.43 1.39 0.15
C -4.679 0.800 1.615 -1.50 2.07 -1.87 -0.37
C -5.289 1.961 2.393 -0.15 0.63 0.92 -0.32
O -5.871 2.905 1.876 0.21 -0.65 -0.27 0.08
O -4.835 0.764 0.375 0.45 -0.35 1.36 0.04
O -4.423 1.032 5.894 -0.42 0.40 -1.57 0.12
H -5.698 2.770 4.338 0.04 0.01 0.07 0.14
H -3.528 -0.951 1.933 0.01 0.01 -0.05 0.13
K 0.842 -1.263 -3.260 0.16 -1.08 -2.93 0.93
O 4.651 -6.298 -2.370 0.66 -0.49 0.37 -0.07
H 5.408 -6.619 -2.874 -0.15 0.15 -0.01 0.04
H 4.217 -7.102 -2.059 -0.19 0.24 -0.02 0.03
```
Forces are in eV/Å.

Charge = -1
Highest occupied orbital energy = -4.67 eV
E = -122778.2126 eV

***

Record 2
DFT (ωB97M-V/def2-TZVPD) results for a structure of composition C23H36Cl2F9KLiN2NaO4P.

Geometry as XYZ:
```
80
Properties=species:S:1:pos:R:3:forces:R:3:lowdin_charge:R:1
P 2.946 4.046 0.650 -3.53 1.11 -1.02 0.98
C 1.221 3.880 0.340 -0.01 -0.73 0.44 -0.45
C 0.575 2.605 0.291 0.29 0.42 -0.03 -0.08
C -0.770 2.626 0.010 0.85 0.31 -0.10 -0.01
C -1.405 3.881 -0.203 -1.49 -0.97 0.00 -0.03
N -0.818 5.086 -0.140 0.21 -0.82 -0.09 0.15
C 0.460 5.047 0.110 1.44 0.90 0.36 -0.17
H 3.570 4.150 -0.653 0.19 0.02 0.96 0.00
H 3.271 5.237 1.340 0.26 -0.42 -0.02 0.05
H 3.504 2.879 1.255 -2.04 1.41 0.74 -0.08
H 1.128 1.675 0.450 -0.22 0.22 0.02 0.11
H -1.316 1.688 -0.072 -0.10 0.39 0.02 0.11
H -2.496 3.867 -0.432 -0.40 1.05 -0.26 0.06
H 0.997 6.010 0.147 -0.36 -0.19 0.02 0.12
F -3.815 4.898 -1.023 0.70 -0.67 0.28 -0.73
C 4.290 3.197 -6.052 -0.27 0.21 -0.64 -0.03
C 5.451 3.711 -5.174 -0.69 0.19 0.04 -0.44
C 6.431 2.661 -4.636 0.64 0.02 -0.08 -0.29
F 5.825 1.775 -3.809 -0.16 0.05 0.10 0.07
F 7.398 3.263 -3.905 -0.13 0.08 -0.04 0.05
F 4.944 4.449 -4.152 0.09 -0.18 0.19 0.10
F 6.172 4.565 -5.944 0.21 -0.29 -0.05 0.10
O 3.023 3.038 -5.414 0.61 -0.28 0.79 0.05
C 2.746 1.842 -4.779 0.14 0.24 -1.46 -0.54
C 2.473 2.056 -3.291 -0.65 -0.08 0.29 -0.25
F 3.566 2.597 -2.657 0.10 0.02 0.22 0.02
F 2.209 0.882 -2.682 0.17 0.01 -0.03 0.10
F 3.725 0.944 -4.992 -0.03 -0.17 0.42 0.15
F 1.639 1.340 -5.343 -0.15 0.02 0.45 0.18
H 4.113 3.977 -6.793 0.02 0.12 0.17 0.16
H 4.569 2.318 -6.631 0.10 -0.11 0.24 0.15
H 6.911 2.116 -5.451 -0.12 0.00 -0.07 0.18
H 1.626 2.728 -3.138 0.02 0.04 -0.18 0.18
K 5.090 2.566 0.275 4.30 -2.07 -1.81 0.89
C -2.923 -0.083 -2.066 0.07 0.07 -0.05 -0.05
C -2.928 -1.152 -3.180 0.02 0.56 -0.10 -0.80
O -3.159 -0.756 -4.314 0.14 -0.36 -0.07 0.01
O -2.688 -2.351 -2.784 -1.22 -0.35 1.05 -0.19
H -3.136 0.907 -2.466 -0.13 -0.06 0.01 0.08
H -3.684 -0.318 -1.309 0.08 0.15 0.16 0.05
H -1.943 -0.061 -1.582 -0.07 -0.17 0.12 0.05
Li -4.352 -2.578 -1.314 1.14 0.12 -0.85 0.81
C -4.826 -3.621 5.874 -0.11 -0.05 0.47 -0.03
C -4.065 -4.731 5.130 -0.62 0.03 0.50 -0.52
C -4.759 -6.082 5.368 -0.09 -0.29 -0.10 -0.15
C -6.097 -6.268 4.652 -0.03 -0.04 -0.03 -0.17
C -6.202 -5.453 3.356 -0.21 -0.10 0.22 -0.13
C -4.850 -5.054 2.740 -0.93 0.17 0.46 -0.56
N -4.082 -4.335 3.711 0.87 0.84 -0.20 -0.19
O -2.832 -3.936 3.184 0.51 -0.98 -0.43 -0.31
C -5.190 -4.117 1.576 -0.14 0.21 -0.65 -0.05
C -4.126 -6.257 2.194 -0.22 -1.24 -0.42 -0.05
C -2.683 -4.846 5.772 0.32 0.18 -0.32 -0.06
H -4.327 -2.659 5.745 0.06 -0.07 -0.14 0.09
H -4.881 -3.824 6.950 0.02 -0.02 -0.01 0.08
H -5.848 -3.514 5.507 0.04 -0.06 -0.08 0.07
H -4.090 -6.888 5.047 0.12 0.11 0.03 0.10
H -4.903 -6.243 6.440 0.09 0.11 -0.01 0.12
H -6.231 -7.332 4.436 -0.01 0.02 0.02 0.11
H -6.923 -5.995 5.311 0.02 0.03 -0.03 0.11
H -6.809 -6.008 2.634 0.15 0.04 -0.12 0.12
H -6.767 -4.542 3.565 0.19 0.11 -0.06 0.11
H -5.655 -3.199 1.935 0.11 -0.04 0.16 0.09
H -5.893 -4.595 0.883 -0.01 -0.12 0.10 0.08
H -4.296 -3.845 1.003 0.23 0.03 0.18 0.05
H -4.703 -6.789 1.434 0.00 0.06 -0.02 0.11
H -3.870 -6.991 2.964 -0.05 0.09 0.08 0.09
H -3.222 -5.908 1.732 -1.68 0.18 -0.67 -0.02
H -2.780 -5.095 6.831 -0.19 -0.08 -0.06 0.09
H -2.127 -3.912 5.713 -0.03 -0.03 -0.18 0.08
H -2.085 -5.633 5.303 0.02 0.04 -0.03 0.06
Cl 9.050 4.726 -1.107 -0.09 -0.04 0.00 0.51
C 9.658 6.216 -1.896 0.15 0.27 -0.01 -0.64
C 8.551 7.088 -2.432 0.00 0.08 0.03 -0.65
Cl 7.717 6.353 -3.818 -0.04 0.02 0.03 0.61
H 10.348 5.915 -2.680 -0.10 -0.11 -0.01 0.08
H 10.217 6.762 -1.138 -0.06 -0.04 0.04 0.08
H 8.967 8.033 -2.777 0.08 -0.05 0.03 0.08
H 7.807 7.302 -1.667 0.02 -0.04 -0.01 0.07
Na -1.636 -5.928 2.034 1.63 0.92 1.05 0.72
```
Forces are in eV/Å.

Charge = +1
Highest occupied orbital energy = -7.22 eV
E = -115327.2847 eV

***

Record 3
DFT (ωB97M-V/def2-TZVPD) results for a structure of composition C23H36Cl2N3O8S3Ta.

Geometry as XYZ:
```
76
Properties=species:S:1:pos:R:3:forces:R:3:lowdin_charge:R:1
Ta 0.450 1.199 0.086 -2.19 -2.01 2.50 1.82
O -0.376 2.161 4.149 0.03 -0.13 -0.25 0.11
C -0.181 1.413 3.216 0.52 -0.52 0.72 -0.51
N -0.421 1.752 1.894 -0.20 0.39 -1.44 -0.18
C -1.150 3.023 1.848 -0.16 0.63 0.05 -0.16
C -2.175 3.024 0.767 -0.23 0.00 0.13 -0.25
C -3.117 4.044 0.643 0.01 -0.19 -0.10 0.03
C -3.995 4.013 -0.424 0.22 -0.08 0.13 0.00
C -3.905 2.963 -1.332 0.14 -0.22 0.11 -0.01
C -2.947 1.992 -1.121 -0.29 0.06 -0.28 -0.12
N -2.109 2.009 -0.086 1.11 0.04 0.27 0.04
C 0.342 0.048 3.439 0.13 0.03 0.84 -0.17
C 0.646 -0.377 4.688 -0.24 0.50 -0.74 0.07
C 1.058 -1.724 4.939 0.18 -0.68 -0.38 -0.01
C 1.165 -2.580 3.908 -0.02 0.45 0.29 0.04
C 0.984 -2.098 2.531 -0.28 -0.91 -0.18 -0.25
N 0.495 -0.754 2.285 -1.08 1.05 -0.82 0.01
H -1.610 3.208 2.827 0.15 0.00 -0.31 0.14
H -0.451 3.845 1.645 -0.22 0.01 0.22 0.12
H -3.150 4.844 1.366 0.05 0.05 0.07 0.13
H -4.728 4.794 -0.559 -0.06 0.05 0.01 0.13
H -4.563 2.906 -2.183 -0.05 -0.06 -0.09 0.12
H -2.820 1.174 -1.807 -0.12 0.00 -0.16 0.07
H 0.515 0.313 5.508 -0.04 0.10 -0.01 0.14
H 1.217 -2.043 5.956 0.01 -0.08 0.07 0.13
H 1.381 -3.629 4.033 -0.06 -0.10 0.07 0.13
H 0.686 -2.844 1.793 0.06 0.15 0.07 0.14
Cl 2.457 1.897 1.826 0.54 -1.09 0.04 0.75
C 2.440 3.616 2.310 0.00 1.20 0.05 -0.88
Cl 4.086 4.235 2.395 -0.44 -0.26 -0.03 0.64
H 1.968 3.674 3.293 0.06 -0.08 -0.22 0.05
H 1.888 4.144 1.529 0.17 -0.09 0.30 0.02
O 1.183 0.436 -3.158 -0.06 -0.39 -0.69 -0.14
H 1.386 1.206 -3.700 0.08 -0.04 -0.32 0.06
H 1.539 -0.336 -3.617 0.10 0.21 0.01 0.07
C -2.638 -1.883 -5.178 0.06 0.04 0.17 -0.08
C -1.857 -2.042 -3.872 0.12 -0.17 0.18 -0.26
C -1.740 -0.682 -3.207 0.13 0.75 0.24 -0.30
S -0.990 -0.758 -1.519 -0.76 -1.12 0.46 0.88
O 0.050 -1.788 -1.570 0.67 -0.76 -0.31 -0.56
C -2.398 -1.519 -0.582 0.23 0.45 0.10 -0.28
C -1.879 -2.723 0.183 0.12 0.04 0.06 -0.29
C -2.800 -3.129 1.325 0.08 0.10 -0.23 -0.08
H -2.745 -2.846 -5.668 0.02 -0.06 -0.04 0.09
H -2.134 -1.204 -5.861 0.04 0.05 -0.09 0.09
H -3.636 -1.494 -4.982 -0.09 0.02 -0.04 0.08
H -0.865 -2.449 -4.061 -0.02 -0.05 0.05 0.12
H -2.390 -2.741 -3.225 0.07 -0.06 0.05 0.11
H -2.726 -0.241 -3.086 -0.09 0.09 0.04 0.08
H -1.105 -0.006 -3.773 0.00 0.08 -0.01 0.09
H -3.196 -1.790 -1.268 -0.03 0.14 -0.17 0.10
H -2.745 -0.743 0.099 -0.15 0.07 0.03 0.08
H -0.901 -2.445 0.576 0.03 -0.23 0.03 0.06
H -1.735 -3.554 -0.507 0.13 0.04 0.02 0.12
H -2.879 -2.325 2.052 -0.09 0.08 0.16 0.08
H -2.410 -4.012 1.821 0.02 -0.09 0.10 0.08
H -3.794 -3.368 0.960 -0.17 -0.02 0.02 0.09
O 1.856 -1.125 2.037 1.60 -0.11 0.44 -0.10
S 2.406 -0.757 -0.868 0.20 0.00 0.47 0.98
C 2.873 -2.486 -0.420 -0.48 0.04 0.05 -0.35
C 4.383 -2.531 -0.585 -0.02 0.24 0.11 -0.22
C 4.892 -1.287 0.130 -0.06 -0.08 -0.15 -0.22
C 4.074 -0.124 -0.411 -0.06 0.37 -0.03 -0.38
H 2.324 -3.145 -1.086 -0.09 0.01 -0.04 0.09
H 2.609 -2.687 0.610 -0.08 -0.06 0.03 0.06
H 4.656 -2.499 -1.639 0.04 -0.07 -0.07 0.12
H 4.788 -3.442 -0.146 -0.06 -0.07 -0.07 0.13
H 5.951 -1.118 -0.060 0.02 0.03 0.09 0.13
H 4.739 -1.388 1.206 0.04 0.01 0.01 0.12
H 4.488 0.270 -1.339 0.01 0.03 0.05 0.10
H 3.970 0.689 0.296 0.16 0.05 -0.07 0.01
O 0.759 3.663 -0.357 -0.50 -0.35 0.62 -0.28
S 1.095 2.865 -1.545 1.42 3.16 -2.16 0.34
O 1.503 3.469 -2.745 -0.09 0.09 -0.01 -0.14
O 2.070 1.873 -0.958 0.46 -0.48 0.16 -0.53
O -0.107 1.956 -1.669 -0.63 -0.21 -0.19 -0.46
```
Forces are in eV/Å.

Charge = +2
ΔE to the lowest compared entry with this formula, charge and spin = 9.716 eV
Highest occupied orbital energy = -14.87 eV
E = -104369.4317 eV